(1)
Here is a cluster of 6 separate species, C43H36F5NO2S2 in total at a distorted geometry from the Open Molecules 2025 dataset. Energies are from the ωB97M-V functional and the def2-TZVPD basis.

Each line ends with the Löwdin charge.
Positions of all 89 atoms, in Å:
1 C 1.6446 -2.2279 0.4301  -0.137
2 S 0.7517 -1.9886 -1.2030  0.716
3 O -0.2852 -3.0902 -1.4307  -0.395
4 O 1.7634 -2.1570 -2.3372  -0.400
5 C 0.0214 -0.2958 -1.3156  -0.195
6 C 0.7932 0.7335 -2.2188  -0.019
7 C 0.2722 2.2060 -2.3959  -0.047
8 C -1.0639 2.6447 -1.6952  -0.050
9 C -1.8180 1.6111 -0.7981  -0.385
10 C -1.2942 0.1426 -0.5688  -0.144
11 N -1.9638 -0.8317 0.2990  0.033
12 C -3.4319 -0.8030 0.1890  -0.181
13 C -4.1551 -2.1985 0.1768  -0.007
14 C -5.6904 -2.3582 0.0899  -0.064
15 C -6.5687 -1.0797 0.0313  -0.054
16 C -5.8559 0.3197 0.0148  -0.070
17 C -4.3182 0.4612 0.0879  -0.406
18 S -3.4092 2.0937 0.0588  0.865
19 H 2.7644 -2.1078 0.2015  0.075
20 H 1.2613 -1.3989 1.1164  0.076
21 H 1.3824 -3.2685 0.8199  0.085
22 H 1.7643 0.4805 -2.7622  0.101
23 H 0.8725 2.9366 -3.0307  0.085
24 H -1.4390 3.7161 -1.8533  0.096
25 H -1.5975 -1.7875 0.1849  0.092
26 H -3.5364 -3.1714 0.2184  0.102
27 H -6.1664 -3.3900 0.0736  0.090
28 H -7.7064 -1.1913 0.0014  0.074
29 H -6.5245 1.2378 -0.0301  0.081
30 F -2.6269 4.4092 -3.9252  0.056
31 C -2.0011 4.1346 -5.0745  -0.295
32 C -1.6084 5.1747 -5.9020  -0.012
33 C -0.9502 4.8877 -7.0930  -0.107
34 C -0.7017 3.5638 -7.4468  -0.098
35 C -1.1057 2.5284 -6.6089  -0.072
36 C -1.7551 2.8161 -5.4130  -0.019
37 H -1.8172 6.1983 -5.6129  0.118
38 H -0.6311 5.6941 -7.7450  0.102
39 H -0.1912 3.3400 -8.3783  0.104
40 H -0.9148 1.4974 -6.8873  0.108
41 H -2.0688 2.0230 -4.7441  0.117
42 F 4.5979 -1.7708 3.4437  0.058
43 C 4.5842 -3.1077 3.3179  -0.292
44 C 4.3157 -3.8935 4.4279  -0.023
45 C 4.2966 -5.2784 4.2961  -0.080
46 C 4.5569 -5.8617 3.0578  -0.091
47 C 4.8303 -5.0626 1.9511  -0.082
48 C 4.8386 -3.6777 2.0804  -0.033
49 H 4.1237 -3.4222 5.3848  0.113
50 H 4.0802 -5.9020 5.1559  0.097
51 H 4.5462 -6.9423 2.9568  0.102
52 H 5.0368 -5.5183 0.9884  0.107
53 H 5.0408 -3.0400 1.2275  0.112
54 F -9.6113 -0.8868 0.7289  0.040
55 C -9.8302 -0.0071 1.7234  -0.275
56 C -10.9820 -0.1183 2.4864  -0.017
57 C -11.2081 0.7868 3.5182  -0.083
58 C -10.2849 1.7992 3.7683  -0.097
59 C -9.1342 1.9039 2.9924  -0.074
60 C -8.9023 0.9925 1.9675  -0.010
61 H -11.6930 -0.9076 2.2717  0.116
62 H -12.1025 0.7042 4.1262  0.105
63 H -10.4641 2.5076 4.5707  0.101
64 H -8.4179 2.6954 3.1858  0.107
65 H -8.0087 1.0537 1.3604  0.073
66 F 2.3360 4.5077 -4.9290  0.055
67 C 3.1102 5.2901 -5.6985  -0.282
68 C 2.6070 5.7820 -6.8928  -0.010
69 C 3.4071 6.5966 -7.6876  -0.079
70 C 4.7051 6.9010 -7.2841  -0.099
71 C 5.2015 6.3972 -6.0851  -0.084
72 C 4.3980 5.5916 -5.2845  -0.018
73 H 1.5976 5.5275 -7.1943  0.086
74 H 3.0205 6.9931 -8.6204  0.105
75 H 5.3303 7.5330 -7.9068  0.100
76 H 6.2139 6.6319 -5.7741  0.105
77 H 4.7650 5.1980 -4.3438  0.116
78 F 4.9027 -5.1897 7.2904  0.050
79 C 6.1547 -5.1575 7.7761  -0.282
80 C 6.5638 -6.1357 8.6688  -0.018
81 C 7.8620 -6.1052 9.1677  -0.083
82 C 8.7325 -5.0907 8.7762  -0.098
83 C 8.3089 -4.1109 7.8829  -0.081
84 C 7.0144 -4.1471 7.3751  -0.015
85 H 5.8697 -6.9124 8.9681  0.116
86 H 8.1950 -6.8701 9.8609  0.105
87 H 9.7439 -5.0651 9.1694  0.101
88 H 8.9867 -3.3191 7.5821  0.106
89 H 6.6703 -3.3976 6.6719  0.112

Output
* relative energy (zero: lowest compared OMol25 entry of this formula, charge and spin): 146.10 kcal/mol
* Kohn-Sham gap: 7.49 eV
* LUMO energy: -0.26 eV
* HOMO energy: -7.75 eV
* spin multiplicity: 1
* SMILES: CS(=O)(=O)c1cccc2c1Nc1ccccc1S2.Fc1ccccc1.Fc1ccccc1.Fc1ccccc1.Fc1ccccc1.Fc1ccccc1

=====

(2)
Here is a structure of composition C43H36IP2Ru at a distorted geometry from the Open Molecules 2025 dataset. Energies are from the ωB97M-V functional and the def2-TZVPD basis.

Each line ends with the Mulliken spin population.
Positions of all 83 atoms, in Å:
1 Ru -0.0578 0.7877 -0.9351  1.570
2 C 1.7723 -4.7050 0.2546  0.003
3 C 0.8847 -3.6775 0.9688  0.021
4 C 0.9947 -3.6590 2.4061  0.002
5 C 0.2145 -2.8449 3.1503  0.004
6 C -0.9324 -2.1899 2.5775  0.060
7 C -0.9371 -2.0875 1.1872  0.103
8 C 0.0774 -2.7084 0.4407  -0.006
9 P 0.3929 -1.8311 -1.1375  0.165
10 C -0.2388 -2.6634 -2.6148  0.159
11 C 0.6635 -2.7099 -3.6664  0.018
12 C 0.4177 -3.4253 -4.8096  0.010
13 C -0.8041 -4.1399 -4.9017  0.068
14 C -1.7274 -4.0108 -3.8628  -0.015
15 C -1.4567 -3.3381 -2.6817  0.008
16 C -2.4589 -3.2937 -1.6021  0.025
17 C 2.1881 -1.6633 -1.1002  0.031
18 C 3.1098 -2.6348 -1.4579  0.002
19 C 4.4748 -2.5171 -1.0071  0.004
20 C 4.8819 -1.2502 -0.5396  0.008
21 C 3.9380 -0.2637 -0.1936  -0.010
22 C 2.6053 -0.5407 -0.3638  -0.058
23 C 1.5218 0.3172 0.2107  0.018
24 H 1.7087 -5.6731 0.8109  0.003
25 H 2.8205 -4.3626 0.3980  0.007
26 H 1.4642 -4.8101 -0.7837  -0.004
27 H 1.8130 -4.2311 2.8910  0.001
28 H 0.2682 -2.8589 4.2302  0.001
29 H -1.5501 -1.6140 3.2630  0.005
30 H -1.7130 -1.5262 0.6841  -0.037
31 H 1.6349 -2.2366 -3.5528  -0.001
32 H 1.0930 -3.6147 -5.5900  0.002
33 H -1.0899 -4.7408 -5.8070  -0.002
34 H -2.7685 -4.3373 -4.0054  0.000
35 H -3.1436 -4.0823 -1.8785  0.001
36 H -2.9844 -2.2859 -1.5577  -0.003
37 H -2.1765 -3.5023 -0.5458  -0.001
38 H 2.9074 -3.5449 -2.0577  0.000
39 H 5.2155 -3.3830 -1.1638  0.000
40 H 5.8960 -0.8956 -0.5499  0.000
41 H 4.2968 0.7405 -0.0554  0.003
42 H 2.0059 1.2947 0.3935  0.039
43 H 1.1246 -0.1574 1.1241  0.001
44 I -1.7059 0.2043 -2.9616  0.811
45 C 0.9186 2.4819 -1.4102  -0.105
46 C 1.8414 2.5759 -2.4874  0.150
47 C 2.3121 3.8360 -3.0315  -0.046
48 C 1.9526 4.9954 -2.3720  0.120
49 C 0.9955 4.9784 -1.3063  -0.029
50 C 0.4292 6.1573 -0.6323  0.028
51 C -0.6268 6.0919 0.2706  -0.007
52 C -1.0809 4.8234 0.7676  0.011
53 C -0.5277 3.7189 0.2465  0.000
54 P -1.0318 2.0203 0.7721  -0.026
55 C -0.3200 1.8792 2.4834  0.068
56 C -0.8862 0.8675 3.2924  0.187
57 C -0.2512 0.6056 4.5249  0.077
58 C 0.6916 1.5051 4.9613  0.041
59 C 1.0094 2.6810 4.3230  0.217
60 C 0.4629 2.8898 3.0255  0.156
61 C -2.8619 1.8148 0.8946  -0.020
62 C -3.2722 0.6611 0.2597  0.053
63 C -4.6468 0.3524 0.4159  -0.009
64 C -5.4895 1.2058 1.1051  0.001
65 C -5.0149 2.3548 1.6850  0.001
66 C -3.6482 2.6767 1.6266  -0.001
67 C 0.5485 3.6652 -0.7410  0.034
68 H 2.2024 1.6699 -2.8951  0.007
69 H 3.0573 3.8454 -3.8347  0.001
70 H 2.2961 5.9575 -2.7772  0.001
71 H 0.9116 7.1075 -0.8145  0.001
72 H -1.1634 6.9950 0.7568  0.000
73 H -1.9735 4.9014 1.4200  -0.002
74 H -1.7944 0.3383 2.9845  0.042
75 H -0.4068 -0.4001 4.9327  0.009
76 H 1.2143 1.2923 5.8714  0.005
77 H 1.8514 3.3448 4.6832  -0.008
78 H 0.7836 3.7287 2.3529  0.027
79 H -2.6686 0.0427 -0.4125  0.004
80 H -4.9990 -0.5156 -0.1816  -0.001
81 H -6.5720 0.9534 1.2817  0.000
82 H -5.6262 3.0284 2.2204  0.000
83 H -3.2578 3.5386 2.1307  -0.002

Output
* Kohn-Sham gap (spin up / spin down): 6.47 / 3.27 eV
* LUMO energy (spin up / spin down): -9.42 / -12.73 eV
* charge: +3
* HOMO energy (spin up / spin down): -15.89 / -16.00 eV
* spin multiplicity: 5

=====

> Among the records above, which one has the highest spin multiplicity?

C43H36IP2Ru

=====

> Which value of spin multiplicity does entry 2 give?

5

=====

> The lowest spin multiplicity belongs to which entry?

C43H36F5NO2S2

=====

> Which value of spin multiplicity does entry 2 give?

5